15
Properties=species:S:1:pos:R:3:nbo_charge:R:1 method="wB97M-V/def2-TZVPD" relative_energy_kj_mol=166.0 smiles="NC(=O)CCC[O-]" multiplicity=1 total_charge=-1 orbital_gap_ev=6.27
N -2.1321 0.3318 0.4129 -0.8440
C -1.0618 1.1823 0.4669 0.6889
O -1.2115 2.3903 0.3621 -0.6525
C 0.2485 0.4979 0.6650 -0.5257
C 0.7650 -0.2236 -0.5939 -0.4289
C 1.3567 -1.6334 -0.2023 0.0240
O 2.0817 -2.2179 -1.1461 -0.9288
H -3.0230 0.7122 0.1441 0.3824
H -1.9674 -0.6454 0.2147 0.3931
H 0.1808 -0.2498 1.4579 0.2117
H 0.9512 1.2615 1.0174 0.2189
H 1.4976 0.3143 -1.1887 0.2035
H -0.1055 -0.4515 -1.2113 0.1688
H 0.4207 -2.1988 0.1056 0.0346
H 1.9276 -1.4588 0.7554 0.0538